{
  "formula": "C4H18NO3",
  "method": "ωB97M-V/def2-TZVPD",
  "homo_energy_ev": -14.311,
  "total_charge": 1,
  "max_force_ev_per_a": 2.614,
  "gap_ev": 11.28,
  "total_energy_ha": -443.42133,
  "de_lowest_kcal_mol": 29.0,
  "elements": ["H", "N", "H", "H", "H", "C", "H", "H", "H", "C", "H", "O", "C", "H", "H", "C", "H", "H", "H", "H", "H", "H", "H", "H", "O", "O"],
  "xyz": [[2.343271, -1.467192, -2.697153], [0.925287, -1.197450, -0.047362], [2.320253, -2.911741, -2.770214], [-0.661834, -0.682640, 1.227705], [-0.038192, 1.528318, -0.817001], [-1.635163, 1.780699, 0.546637], [0.659926, 0.439482, 1.423286], [-1.240600, -1.716371, 3.677225], [1.890703, -1.027743, 0.224524], [0.077250, -0.075717, 0.680698], [-0.562538, 1.825016, 2.404723], [0.725002, 0.052246, -3.052345], [-0.984297, 2.568756, 1.708122], [-1.208011, 0.298830, -1.028320], [0.552181, -0.671519, -3.661432], [-0.670996, 0.834748, -0.271471], [0.737577, -1.261397, -1.068421], [0.714187, -2.065288, 0.442931], [-2.389199, 1.047127, 0.859073], [-0.459421, -0.394868, 3.876816], [-1.959200, 2.532693, -0.189946], [1.225625, 0.691377, -3.569353], [-1.861220, 3.057965, 2.131305], [-0.165278, 3.178196, 1.392777], [1.732513, -2.194456, -2.466681], [-0.856920, -0.963528, 3.208994]],
  "forces_ev_per_angstrom": [[-0.8, 0.2, 0.3], [-0.6, 1.4, 1.6], [-0.8, -0.4, 0.4], [0.4, 0.6, -0.2], [0.6, -0.2, -0.1], [1.3, -0.9, -1.1], [0.6, 0.0, -0.1], [0.1, 0.2, 0.1], [0.3, 0.0, -1.0], [-1.5, -1.5, -1.0], [-0.4, 0.5, 0.2], [0.1, 0.3, 0.0], [-1.1, -2.4, -0.2], [-0.5, -0.5, -0.2], [-0.1, -0.1, -0.1], [0.7, 1.8, 0.8], [0.6, 0.0, 0.6], [-0.2, -0.2, -0.5], [-0.5, 1.0, 0.3], [-0.1, -0.1, 0.2], [-0.6, -0.6, 0.3], [-0.1, 0.2, 0.0], [0.7, 0.6, 0.5], [0.2, 0.8, -0.3], [1.9, -0.4, -0.7], [0.0, -0.3, 0.2]]
}

{
  "formula": "C4H18NO3",
  "method": "ωB97M-V/def2-TZVPD",
  "homo_energy_ev": -14.747,
  "total_charge": 1,
  "max_force_ev_per_a": 6.011,
  "gap_ev": 11.91,
  "total_energy_ha": -443.34599,
  "de_lowest_kcal_mol": 76.2,
  "elements": ["N", "C", "H", "H", "H", "O", "H", "H", "C", "H", "H", "H", "H", "H", "H", "H", "H", "H", "C", "H", "H", "O", "O", "C", "H", "H"],
  "xyz": [[-0.420936, 0.265546, 0.595642], [1.007962, -0.247352, 0.349571], [-0.332771, 1.450552, 2.514989], [0.257666, -2.402149, 0.560345], [1.748611, -2.318602, -0.305268], [-1.247614, -1.984563, 2.167447], [2.901142, 1.009109, -0.144262], [0.692338, -0.476087, -3.480751], [-0.273664, 1.536151, 1.388439], [-2.275687, 1.132505, -1.668098], [2.450106, -0.142734, -1.398125], [0.571839, 2.198299, 1.118843], [1.002077, 0.802403, -2.961131], [1.638746, -0.355304, 1.341066], [-3.238706, 1.767928, -0.814440], [1.196525, 1.134403, -1.212720], [-1.214030, -1.779976, 3.295801], [-1.044005, -0.454704, 1.038298], [0.757042, -1.673794, -0.158863], [0.198800, -1.694772, -1.008363], [-0.871135, 0.489736, -0.292482], [-2.537650, 1.132194, -0.678818], [0.288330, 0.134879, -2.949077], [1.906413, 0.494621, -0.570636], [-1.017627, 2.274416, 0.996497], [-2.143761, -2.292700, 2.276106]],
  "forces_ev_per_angstrom": [[2.6, 1.4, 0.8], [1.0, -4.0, 2.4], [0.0, -0.4, -1.6], [0.3, 1.5, -0.5], [-1.8, 1.9, -0.1], [0.0, 1.3, 5.9], [-2.9, -0.5, -0.4], [1.0, -3.1, -2.3], [-1.5, 2.3, 0.2], [-0.1, -0.6, 2.0], [-1.5, 0.5, 1.8], [0.5, -1.5, 0.1], [-0.8, 0.0, 0.1], [-2.1, 0.4, -1.4], [-0.7, 0.4, 0.8], [1.8, -0.1, 1.3], [0.7, -0.6, -4.8], [0.9, 0.4, 0.2], [3.2, -3.3, 3.1], [-1.4, 0.1, -2.7], [0.1, 0.1, 0.1], [0.5, 0.2, -3.4], [-0.7, 3.0, 1.7], [2.1, 1.9, -3.1], [-0.3, -1.0, 0.9], [-1.0, -0.6, -0.9]]
}

{
  "formula": "C4H18NO8",
  "method": "ωB97M-V/def2-TZVPD",
  "spin_multiplicity": 2,
  "homo_energy_ev": [-10.801, -10.736],
  "max_force_ev_per_a": 2.718,
  "gap_ev": [10.93, 6.72],
  "total_energy_ha": -819.75012,
  "s_squared": 0.76,
  "de_lowest_kcal_mol": 40.5,
  "elements": ["H", "O", "H", "O", "H", "H", "O", "O", "O", "H", "C", "H", "H", "C", "H", "H", "H", "C", "H", "H", "H", "H", "O", "O", "H", "N", "H", "C", "H", "H", "O"],
  "xyz": [[1.812223, 1.079083, -0.048304], [0.998767, -0.418121, 3.186439], [-2.313629, 0.090996, -1.163348], [0.872089, -0.730547, 0.405125], [-0.730609, 2.874720, -1.096530], [-2.100107, -0.654178, -3.044354], [-1.713583, -0.105703, 3.290520], [0.402501, 1.423287, 1.283405], [2.641069, -2.758018, 0.330443], [-0.888937, -2.111152, -0.712138], [-1.373295, -0.206071, -0.702875], [-1.637821, 0.360246, 2.458811], [-1.606526, -0.334692, 0.356998], [-0.557834, 2.401223, 0.886401], [1.242047, -0.856452, -1.716690], [1.060185, 0.532275, 3.032841], [0.780869, -0.725666, 2.287564], [-0.294551, 0.888843, -0.848265], [-1.399306, 2.388913, 1.594839], [2.185119, -1.645525, -2.712018], [1.969002, -2.047646, 0.285685], [2.964013, -2.519994, 1.211778], [-0.931646, -1.397869, -1.360354], [1.973545, -0.790472, -2.333233], [-0.783081, -0.271115, 3.550771], [-0.961567, 2.111767, -0.476088], [-0.717174, -0.563437, -3.567874], [0.873914, 0.569166, 0.207944], [-0.126713, 3.378880, 1.136949], [-0.052089, 0.933579, -1.910608], [-1.586873, -0.896319, -3.813832]],
  "forces_ev_per_angstrom": [[0.3, -0.8, -0.7], [0.2, -0.2, -0.2], [0.1, 0.5, -0.2], [0.2, 1.4, 0.4], [0.1, 0.0, 0.0], [-0.4, -0.2, 0.0], [0.0, -0.2, 0.3], [-0.1, -0.9, 0.4], [-0.4, 0.9, 0.7], [0.0, 0.0, -0.1], [0.3, -0.6, 0.0], [0.0, 0.2, -0.1], [0.1, -0.3, 0.0], [-0.2, 0.3, 1.5], [0.0, -0.9, -0.2], [0.1, 0.1, 0.2], [0.1, -0.2, 0.6], [-2.4, -0.4, -1.2], [0.0, -0.7, -0.2], [-0.3, -0.2, 0.3], [0.4, -0.7, -0.7], [0.5, -0.6, -0.1], [0.1, 0.1, 1.3], [0.3, 0.9, -0.4], [-0.4, 0.0, -0.2], [1.3, 0.7, 0.3], [0.2, -0.3, -0.3], [-1.2, 1.7, 0.0], [0.2, 0.1, -1.1], [0.7, -0.1, 0.2], [0.1, 0.5, -0.6]]
}

{
  "formula": "C4H19FeN4O6",
  "method": "ωB97M-V/def2-TZVPD",
  "spin_multiplicity": 5,
  "homo_energy_ev": [-10.355, -10.326],
  "total_charge": 1,
  "max_force_ev_per_a": 1.947,
  "gap_ev": [7.59, 7.56],
  "total_energy_ha": -2097.88106,
  "s_squared": 6.01,
  "de_lowest_kcal_mol": 15.7,
  "elements": ["N", "N", "H", "C", "O", "N", "O", "Fe", "C", "H", "H", "H", "H", "C", "H", "H", "H", "H", "H", "H", "H", "H", "H", "H", "N", "O", "H", "O", "O", "H", "C", "H", "O", "H"],
  "xyz": [[22.397566, 0.028762, 14.141822], [20.521489, 0.981709, 15.075894], [23.270094, 0.173289, 13.667344], [25.331620, 3.366411, 12.220971], [21.886271, 1.863493, 10.424179], [25.719606, 3.347073, 13.538066], [19.755900, 3.445275, 11.980168], [21.934601, 3.303914, 11.782809], [21.465072, 0.576056, 10.740172], [27.259541, 3.449707, 11.547410], [22.552701, 4.605082, 14.146962], [19.291513, 3.252468, 11.155416], [26.689129, 3.191940, 13.752118], [22.627511, -0.401562, 10.785585], [22.181571, -0.864541, 14.543305], [20.994115, 5.603296, 10.974896], [20.930123, 0.476520, 11.705326], [20.521694, 0.351753, 15.857535], [20.782077, 0.252946, 9.939945], [23.471964, -0.144117, 11.432524], [25.949991, 3.678640, 10.361164], [22.314992, -1.428794, 11.015082], [23.094590, -0.524083, 9.800678], [22.647662, 5.734332, 13.108863], [26.300680, 3.601858, 11.299110], [24.154687, 3.196982, 11.901848], [19.074116, 3.556429, 12.649445], [21.758880, 2.101294, 13.542982], [21.654956, 5.040845, 10.553097], [21.737229, 5.368421, 9.650726], [21.556523, 1.078947, 14.205102], [19.818814, 1.696589, 15.089188], [22.266142, 4.863074, 13.264430], [25.021929, 3.060300, 14.199368]],
  "forces_ev_per_angstrom": [[0.0, 0.2, 0.3], [-0.3, -0.1, 0.0], [-0.1, -0.2, -0.2], [0.0, -0.2, 0.3], [-0.2, 0.9, 0.9], [0.1, 0.1, -0.7], [-0.4, 0.3, -0.2], [0.8, -1.7, -0.5], [0.4, 0.0, -0.3], [0.2, 0.2, -0.5], [-0.1, -0.2, 0.0], [0.2, -0.2, 0.0], [0.0, 0.1, 0.3], [0.6, -1.0, -0.8], [0.0, 0.0, 0.0], [0.0, 0.0, -0.1], [-0.1, 0.3, -0.2], [0.1, -0.2, -0.1], [-0.1, -0.3, 0.2], [-0.3, 0.3, 0.2], [0.5, -0.2, -0.2], [-0.2, 0.2, 0.3], [-0.2, 0.4, -0.1], [0.1, -0.1, -0.1], [-0.8, 0.0, 0.7], [-0.1, 0.4, -0.1], [0.1, 0.0, 0.1], [-0.1, 0.3, 0.3], [-0.2, 0.7, -0.1], [0.1, -0.3, -0.1], [0.3, -0.1, 0.3], [0.1, 0.2, -0.1], [-0.1, 0.4, 0.3], [0.1, -0.2, 0.0]]
}

Please write out number 1 again, unchanged.
{
  "formula": "C4H18NO3",
  "method": "ωB97M-V/def2-TZVPD",
  "homo_energy_ev": -14.311,
  "total_charge": 1,
  "max_force_ev_per_a": 2.614,
  "gap_ev": 11.28,
  "total_energy_ha": -443.42133,
  "de_lowest_kcal_mol": 29.0,
  "elements": ["H", "N", "H", "H", "H", "C", "H", "H", "H", "C", "H", "O", "C", "H", "H", "C", "H", "H", "H", "H", "H", "H", "H", "H", "O", "O"],
  "xyz": [[2.343271, -1.467192, -2.697153], [0.925287, -1.197450, -0.047362], [2.320253, -2.911741, -2.770214], [-0.661834, -0.682640, 1.227705], [-0.038192, 1.528318, -0.817001], [-1.635163, 1.780699, 0.546637], [0.659926, 0.439482, 1.423286], [-1.240600, -1.716371, 3.677225], [1.890703, -1.027743, 0.224524], [0.077250, -0.075717, 0.680698], [-0.562538, 1.825016, 2.404723], [0.725002, 0.052246, -3.052345], [-0.984297, 2.568756, 1.708122], [-1.208011, 0.298830, -1.028320], [0.552181, -0.671519, -3.661432], [-0.670996, 0.834748, -0.271471], [0.737577, -1.261397, -1.068421], [0.714187, -2.065288, 0.442931], [-2.389199, 1.047127, 0.859073], [-0.459421, -0.394868, 3.876816], [-1.959200, 2.532693, -0.189946], [1.225625, 0.691377, -3.569353], [-1.861220, 3.057965, 2.131305], [-0.165278, 3.178196, 1.392777], [1.732513, -2.194456, -2.466681], [-0.856920, -0.963528, 3.208994]],
  "forces_ev_per_angstrom": [[-0.8, 0.2, 0.3], [-0.6, 1.4, 1.6], [-0.8, -0.4, 0.4], [0.4, 0.6, -0.2], [0.6, -0.2, -0.1], [1.3, -0.9, -1.1], [0.6, 0.0, -0.1], [0.1, 0.2, 0.1], [0.3, 0.0, -1.0], [-1.5, -1.5, -1.0], [-0.4, 0.5, 0.2], [0.1, 0.3, 0.0], [-1.1, -2.4, -0.2], [-0.5, -0.5, -0.2], [-0.1, -0.1, -0.1], [0.7, 1.8, 0.8], [0.6, 0.0, 0.6], [-0.2, -0.2, -0.5], [-0.5, 1.0, 0.3], [-0.1, -0.1, 0.2], [-0.6, -0.6, 0.3], [-0.1, 0.2, 0.0], [0.7, 0.6, 0.5], [0.2, 0.8, -0.3], [1.9, -0.4, -0.7], [0.0, -0.3, 0.2]]
}

What did the first record say?
{
  "formula": "C4H18NO3",
  "method": "ωB97M-V/def2-TZVPD",
  "homo_energy_ev": -14.311,
  "total_charge": 1,
  "max_force_ev_per_a": 2.614,
  "gap_ev": 11.28,
  "total_energy_ha": -443.42133,
  "de_lowest_kcal_mol": 29.0,
  "elements": ["H", "N", "H", "H", "H", "C", "H", "H", "H", "C", "H", "O", "C", "H", "H", "C", "H", "H", "H", "H", "H", "H", "H", "H", "O", "O"],
  "xyz": [[2.343271, -1.467192, -2.697153], [0.925287, -1.197450, -0.047362], [2.320253, -2.911741, -2.770214], [-0.661834, -0.682640, 1.227705], [-0.038192, 1.528318, -0.817001], [-1.635163, 1.780699, 0.546637], [0.659926, 0.439482, 1.423286], [-1.240600, -1.716371, 3.677225], [1.890703, -1.027743, 0.224524], [0.077250, -0.075717, 0.680698], [-0.562538, 1.825016, 2.404723], [0.725002, 0.052246, -3.052345], [-0.984297, 2.568756, 1.708122], [-1.208011, 0.298830, -1.028320], [0.552181, -0.671519, -3.661432], [-0.670996, 0.834748, -0.271471], [0.737577, -1.261397, -1.068421], [0.714187, -2.065288, 0.442931], [-2.389199, 1.047127, 0.859073], [-0.459421, -0.394868, 3.876816], [-1.959200, 2.532693, -0.189946], [1.225625, 0.691377, -3.569353], [-1.861220, 3.057965, 2.131305], [-0.165278, 3.178196, 1.392777], [1.732513, -2.194456, -2.466681], [-0.856920, -0.963528, 3.208994]],
  "forces_ev_per_angstrom": [[-0.8, 0.2, 0.3], [-0.6, 1.4, 1.6], [-0.8, -0.4, 0.4], [0.4, 0.6, -0.2], [0.6, -0.2, -0.1], [1.3, -0.9, -1.1], [0.6, 0.0, -0.1], [0.1, 0.2, 0.1], [0.3, 0.0, -1.0], [-1.5, -1.5, -1.0], [-0.4, 0.5, 0.2], [0.1, 0.3, 0.0], [-1.1, -2.4, -0.2], [-0.5, -0.5, -0.2], [-0.1, -0.1, -0.1], [0.7, 1.8, 0.8], [0.6, 0.0, 0.6], [-0.2, -0.2, -0.5], [-0.5, 1.0, 0.3], [-0.1, -0.1, 0.2], [-0.6, -0.6, 0.3], [-0.1, 0.2, 0.0], [0.7, 0.6, 0.5], [0.2, 0.8, -0.3], [1.9, -0.4, -0.7], [0.0, -0.3, 0.2]]
}

Question: What is the formula in the second record?
Answer: C4H18NO3